No. 1
25
Properties=species:S:1:pos:R:3:forces:R:3:nbo_charge:R:1 method="wB97M-V/def2-TZVPD" e_homo_ev=-12.08 e_tot_ev=-26845.202 total_charge=+1
C 1.724 0.280 -3.136 -0.002 -0.574 -0.386 -0.263
C 2.126 -0.975 -2.460 1.601 0.694 -2.228 -0.324
C 0.722 0.817 -2.441 1.102 -0.843 1.219 0.416
C 1.389 -1.175 -1.377 -0.605 2.354 -0.480 0.458
C -0.426 -1.307 1.464 -1.440 1.216 1.892 -0.325
C -0.206 -0.917 2.948 1.169 1.625 -0.343 -0.247
C -0.323 0.461 -0.397 -3.587 0.662 3.654 0.397
N 0.506 -0.020 -1.258 1.217 -0.874 -2.316 -0.412
N -2.459 1.545 2.031 2.065 0.502 1.105 -1.074
N -0.729 -0.069 0.753 0.658 1.083 -0.266 -0.546
O 0.199 2.031 -2.304 -1.390 1.347 -1.808 -0.678
O 1.402 -2.104 -0.447 -0.470 -0.270 0.611 -0.656
S 0.415 0.437 3.644 -0.599 -1.111 -1.255 0.087
H 2.139 0.664 -4.072 -0.065 -0.158 0.609 0.255
H 3.049 -1.469 -2.851 -1.303 -0.110 0.738 0.259
H 0.411 -1.827 1.072 0.308 -0.542 -0.005 0.279
H -1.360 -1.922 1.513 0.822 0.242 -0.511 0.236
H -0.520 -1.638 3.639 -0.399 -1.409 0.788 0.199
H -0.889 1.455 -0.684 1.676 -2.106 0.667 0.261
H -3.309 1.812 1.608 -0.910 0.528 -0.688 0.393
H -2.625 1.447 3.029 0.018 0.044 -0.084 0.396
H -1.246 0.576 1.471 -0.264 -0.680 -1.973 0.466
H -1.714 2.272 1.928 -1.333 -0.314 0.215 0.384
H -0.417 2.287 -3.043 0.927 -0.420 0.858 0.519
H 2.143 -2.662 -0.631 0.805 -0.885 -0.014 0.519

---

No. 2
24
Properties=species:S:1:pos:R:3:forces:R:3:nbo_charge:R:1 method="wB97M-V/def2-TZVPD" e_homo_ev=-12.11 smiles="C[N@H+]1CC=NC2=C1SNCCO2" e_tot_ev=-24796.087 total_charge=+1
C -2.538 1.226 -0.480 6.636 -4.188 -0.795 0.169
C -0.154 1.056 -0.324 0.930 -1.026 0.803 0.405
C -0.113 -0.297 -0.248 2.173 -0.442 -1.750 -0.115
C -2.522 -0.294 -0.955 1.450 3.465 -0.230 -0.291
C 3.076 0.488 -0.269 0.612 0.778 2.899 -0.267
C 2.161 1.498 0.455 -1.844 -3.202 0.500 -0.055
C -1.582 -1.456 1.082 -0.560 1.065 1.167 -0.418
N -1.371 1.730 -0.259 -1.849 1.125 -0.028 -0.383
N 2.663 -0.787 0.251 0.823 -1.162 -0.443 -0.806
N -1.398 -1.029 -0.356 1.242 -0.853 0.382 -0.389
O 0.945 1.871 -0.261 -1.486 -1.021 -0.146 -0.479
S 1.422 -1.537 -0.493 -1.684 1.314 0.416 0.477
H -3.394 1.740 -0.503 -3.114 2.144 0.268 0.209
H -3.365 -0.770 -0.689 -3.122 -1.745 1.095 0.225
H -2.488 -0.327 -2.036 0.470 0.048 -0.305 0.249
H 3.005 0.568 -1.309 -0.030 -0.041 -1.636 0.225
H 4.135 0.636 0.082 -0.917 0.181 -0.514 0.227
H 1.883 0.923 1.457 0.405 1.826 -1.746 0.190
H 2.557 2.431 0.538 1.543 2.423 0.856 0.212
H -1.467 -0.551 1.808 -0.028 -1.518 -1.646 0.256
H -2.582 -1.821 1.199 -0.551 -0.472 0.094 0.223
H -0.850 -2.231 1.301 -0.030 0.210 0.006 0.252
H 3.253 -1.183 0.995 -1.136 -0.045 -0.484 0.430
H -1.274 -1.882 -0.985 0.066 1.137 1.238 0.455

---

No. 3
24
Properties=species:S:1:pos:R:3:forces:R:3:nbo_charge:R:1 method="wB97M-V/def2-TZVPD" e_homo_ev=-8.80 e_tot_ev=-15455.739
C -1.475 -0.708 -0.170 4.352 1.421 -0.680 0.074
C 0.545 -0.138 -0.534 -5.661 -3.571 -0.941 0.407
C -1.447 -1.642 -1.315 -2.512 0.642 0.705 0.330
C 0.508 2.154 0.285 -1.177 1.960 2.628 -0.590
C 2.605 0.861 0.308 0.720 1.651 -0.423 -0.593
C 0.619 0.254 1.871 2.804 -1.869 1.184 -0.579
C 1.067 0.724 0.502 1.341 2.762 0.026 -0.214
N 0.752 -0.867 -1.547 0.846 1.085 0.653 -0.285
N -2.353 -0.292 0.658 1.513 -0.314 -1.095 -0.100
N -0.335 -1.581 -2.109 0.435 1.789 2.358 -0.433
N -2.560 -2.265 -1.514 0.801 -0.442 -0.570 -0.714
O -3.585 -0.816 0.508 -0.999 1.764 2.734 -0.513
H 0.557 2.769 1.296 0.010 -1.530 -1.632 0.213
H 1.113 2.777 -0.324 0.628 0.149 -1.084 0.213
H -0.550 2.317 -0.010 0.552 -0.818 -0.006 0.235
H 3.182 1.599 0.976 -1.468 -0.683 -0.875 0.224
H 3.076 -0.050 0.524 0.646 -1.604 0.160 0.211
H 2.847 1.112 -0.777 -0.388 -0.220 1.396 0.220
H 0.882 0.924 2.726 0.400 -0.372 -0.957 0.222
H -0.404 0.124 1.967 -2.041 -0.153 -0.297 0.242
H 1.079 -0.793 2.038 -0.589 1.543 0.088 0.204
H -0.087 -2.263 -2.776 0.292 -0.657 -0.506 0.407
H -3.551 -1.363 -0.231 -0.159 -2.287 -2.687 0.480
H -2.484 -2.837 -2.350 -0.345 -0.244 -0.182 0.337

---

No. 4
24
Properties=species:S:1:pos:R:3:forces:R:3:nbo_charge:R:1 method="wB97M-V/def2-TZVPD" e_homo_ev=-15.61 e_tot_ev=-15441.640 total_charge=+2
C 0.944 -0.451 -0.246 -1.028 0.987 0.191 0.053
C 1.925 -1.128 -0.264 1.396 -0.487 -0.732 -0.043
C -0.164 1.632 0.272 2.702 2.020 1.017 0.059
C 2.267 1.901 0.755 2.266 -0.457 -0.735 0.894
C -0.219 0.381 -0.123 -1.263 -2.653 0.575 -0.315
C -3.917 0.216 0.201 -1.188 1.924 -0.159 0.223
C 3.223 -1.719 -0.595 0.681 -0.388 -0.947 -0.283
N 1.159 2.158 0.506 -4.431 0.611 -0.439 -0.517
N -3.996 -0.321 1.290 -0.750 -1.232 0.895 -0.497
N -5.046 -0.089 -0.713 0.614 -0.572 2.119 -0.707
N 4.351 -0.828 -0.095 -0.136 -3.643 -1.221 -0.626
O 3.423 1.726 0.805 0.528 -0.224 0.644 -0.565
H -0.923 2.380 0.520 0.004 -0.718 -0.319 0.245
H -1.145 -0.230 -0.040 0.431 0.867 -0.605 0.233
H -3.353 1.094 -0.066 0.420 0.092 -0.543 0.200
H 3.429 -1.737 -1.699 -0.694 -0.298 0.932 0.267
H 3.405 -2.738 -0.175 -0.272 0.864 -0.295 0.270
H -3.378 0.094 1.940 1.197 0.037 1.181 0.389
H -4.580 -0.221 -1.567 -0.279 -1.263 -2.201 0.451
H -5.671 0.681 -0.790 -0.713 1.291 -0.195 0.455
H -5.578 -0.830 -0.207 0.436 -0.267 -1.117 0.486
H 4.239 -0.685 0.826 -1.104 1.069 4.617 0.428
H 4.389 0.057 -0.478 0.341 2.468 -1.596 0.453
H 5.217 -1.345 -0.058 0.841 -0.031 -1.067 0.448

---

No. 5
21
Properties=species:S:1:pos:R:3:forces:R:3:nbo_charge:R:1 method="wB97M-V/def2-TZVPD" e_homo_ev="-10.82 / -10.82" e_tot_ev=-10979.122 total_charge=+1
C 1.775 -1.179 -0.527 -0.777 2.453 0.542 0.065
C 1.238 -2.383 -0.311 0.276 -3.196 0.770 -0.394
C 1.101 0.155 -0.531 -0.856 0.260 -0.348 -0.537
C -0.699 0.835 1.243 0.555 1.884 -0.356 -0.467
C -1.511 1.981 0.534 -0.345 0.541 1.249 -0.211
C -0.153 -2.645 -0.136 2.882 -0.907 -1.469 0.431
C -0.349 0.324 -0.179 -0.409 -0.834 -0.011 -0.213
N -0.774 1.648 -0.772 -0.356 1.073 -1.335 -0.558
O -0.701 -3.782 -0.380 -2.097 2.033 1.040 -0.549
H 2.774 -0.994 -0.840 1.100 -0.835 0.128 0.232
H 1.877 -3.312 -0.273 -0.431 1.149 -0.462 0.236
H 1.546 0.967 0.112 1.030 -0.981 -0.591 0.247
H 1.258 0.445 -1.607 -0.079 0.144 0.702 0.250
H 0.110 1.229 1.879 0.601 0.274 -0.642 0.189
H -1.243 0.357 2.029 -0.893 -1.197 -0.244 0.226
H -2.603 1.687 0.648 1.333 0.675 -1.183 0.247
H -1.341 3.083 0.821 -0.350 -1.873 -0.362 0.227
H -0.721 -1.788 -0.067 -2.304 1.797 0.676 0.236
H -1.281 1.631 -1.733 0.869 0.084 2.270 0.439
H 0.059 2.338 -0.871 -1.525 -1.018 0.090 0.387
H -0.170 -4.527 -0.548 1.779 -1.526 -0.463 0.515

---

No. 6
21
Properties=species:S:1:pos:R:3:forces:R:3:nbo_charge:R:1 method="wB97M-V/def2-TZVPD" e_homo_ev="-12.31 / -12.03" e_tot_ev=-10978.378 total_charge=+1
C 3.021 1.500 0.574 -2.784 -2.481 -0.991 0.039
C 2.391 0.523 0.102 2.538 2.122 0.967 -0.270
C 1.685 -0.525 -0.382 -2.487 1.030 -0.371 0.594
C -0.447 -0.454 1.976 -1.055 -1.378 -1.102 -0.632
C -0.852 0.833 -1.852 -1.352 0.573 2.898 -0.675
C -0.573 0.586 0.812 -4.310 -0.925 1.700 -0.489
C -0.680 0.038 -0.591 2.290 0.108 -0.177 0.211
N -0.920 -1.389 -0.792 -3.343 -0.190 -1.193 -0.776
O 1.571 -1.654 -0.691 1.336 -1.268 -0.242 -0.484
H 2.995 2.465 1.040 0.638 0.148 -0.076 0.260
H 0.249 -0.168 2.711 0.966 0.569 0.766 0.241
H -0.144 -1.458 1.645 0.311 0.254 -0.092 0.196
H -1.374 -0.683 2.530 0.090 0.542 -0.435 0.234
H -1.859 1.036 -2.236 0.058 -0.006 0.458 0.243
H -0.305 1.700 -1.632 0.257 1.868 -0.087 0.247
H -0.302 0.375 -2.556 1.732 -1.765 -2.965 0.219
H -1.553 1.137 1.106 1.320 -0.473 -0.800 0.229
H 0.177 1.297 0.986 1.159 1.110 -0.588 0.243
H -1.387 -1.636 -1.740 0.779 1.101 1.648 0.445
H -1.708 -1.615 -0.105 2.027 -0.799 -0.610 0.466
H 0.013 -1.909 -0.908 -0.169 -0.140 1.293 0.461

---

No. 7
23
Properties=species:S:1:pos:R:3:forces:R:3:nbo_charge:R:1 method="wB97M-V/def2-TZVPD" e_homo_ev=-3.06 e_tot_ev=-23870.451 total_charge=-1
C 0.006 1.178 -0.485 -0.222 -0.180 -0.254 0.237
C -2.787 0.905 0.486 -1.072 -0.376 -0.782 0.263
C 2.251 0.222 0.271 0.336 0.057 0.003 -0.512
C 0.989 0.008 -0.569 0.076 0.033 0.333 -0.427
C -2.039 1.372 1.624 0.263 0.203 0.537 -0.694
C 0.784 -2.496 -0.999 -0.092 0.094 0.167 -0.600
C 0.281 -1.304 -0.193 0.029 0.153 -0.177 -0.390
N -3.586 0.553 -0.270 1.663 0.700 1.510 0.162
O -4.340 0.176 -1.125 -1.189 -0.556 -1.212 -0.499
O 0.548 2.337 -0.520 0.043 0.163 0.101 -0.698
S 3.264 1.633 -0.285 0.367 0.088 -0.096 -0.558
H 1.967 0.400 1.318 -0.084 -0.192 -0.087 0.179
H 2.886 -0.673 0.246 -0.221 -0.020 0.102 0.193
H 1.287 -0.041 -1.627 0.005 0.047 -0.055 0.223
H -2.694 1.491 2.490 -0.018 -0.003 0.016 0.213
H -1.564 2.321 1.383 0.059 -0.008 0.028 0.264
H -1.252 0.656 1.851 0.048 0.045 0.069 0.251
H 0.542 -2.361 -2.053 0.026 -0.023 -0.086 0.198
H 0.322 -3.424 -0.661 0.029 -0.096 -0.021 0.192
H 1.865 -2.589 -0.907 0.119 -0.081 -0.029 0.198
H 0.432 -1.496 0.877 -0.068 0.024 -0.022 0.182
H -0.794 -1.180 -0.356 0.007 0.011 0.044 0.210
H 1.634 2.314 -0.496 -0.102 -0.082 -0.089 0.413

---

No. 8
24
Properties=species:S:1:pos:R:3:forces:R:3:nbo_charge:R:1 method="wB97M-V/def2-TZVPD" e_homo_ev=-3.98 e_tot_ev=-17134.985 total_charge=-1
C 0.007 2.249 1.029 0.018 0.013 -0.036 -0.735
C -0.903 1.396 1.891 0.011 -0.248 0.060 0.741
O -2.104 1.531 1.795 0.066 0.037 0.000 -0.584
N -0.359 0.404 2.764 -0.222 0.108 -0.176 -0.602
C 0.234 -0.681 1.964 -0.160 0.395 0.358 -0.410
C 0.672 0.907 3.767 0.270 -0.669 0.146 0.869
O 1.518 1.690 3.303 -0.013 0.366 0.109 -0.788
O 0.575 0.376 4.881 -0.035 0.258 -0.332 -0.737
H 0.946 1.750 0.806 0.001 -0.024 0.007 0.228
H 0.271 3.144 1.591 -0.009 0.016 -0.012 0.251
H -0.536 2.518 0.120 0.029 0.034 0.066 0.198
H 1.201 -0.382 1.534 0.041 -0.099 -0.058 0.162
H 0.383 -1.543 2.615 0.005 0.018 -0.055 0.205
H -0.451 -0.942 1.160 0.007 -0.180 -0.044 0.201
C -1.252 -0.639 -3.227 -0.049 -0.025 0.075 -0.720
C -0.310 -1.413 -2.333 0.037 0.129 0.000 0.591
O -0.614 -1.720 -1.208 -0.032 -0.136 -0.054 -0.521
C 1.041 -1.764 -2.915 -0.011 -0.051 0.082 -0.719
H -2.177 -0.439 -2.692 0.002 0.003 0.003 0.242
H -0.793 0.306 -3.523 0.019 -0.009 -0.036 0.227
H -1.463 -1.209 -4.133 0.029 0.023 -0.030 0.218
H 1.572 -0.855 -3.201 -0.011 0.005 -0.039 0.227
H 0.917 -2.376 -3.811 0.008 0.033 -0.034 0.218
H 1.625 -2.308 -2.177 0.000 0.003 0.002 0.238

---

Copy entry 6 word for word.
21
Properties=species:S:1:pos:R:3:forces:R:3:nbo_charge:R:1 method="wB97M-V/def2-TZVPD" e_homo_ev="-12.31 / -12.03" e_tot_ev=-10978.378 total_charge=+1
C 3.021 1.500 0.574 -2.784 -2.481 -0.991 0.039
C 2.391 0.523 0.102 2.538 2.122 0.967 -0.270
C 1.685 -0.525 -0.382 -2.487 1.030 -0.371 0.594
C -0.447 -0.454 1.976 -1.055 -1.378 -1.102 -0.632
C -0.852 0.833 -1.852 -1.352 0.573 2.898 -0.675
C -0.573 0.586 0.812 -4.310 -0.925 1.700 -0.489
C -0.680 0.038 -0.591 2.290 0.108 -0.177 0.211
N -0.920 -1.389 -0.792 -3.343 -0.190 -1.193 -0.776
O 1.571 -1.654 -0.691 1.336 -1.268 -0.242 -0.484
H 2.995 2.465 1.040 0.638 0.148 -0.076 0.260
H 0.249 -0.168 2.711 0.966 0.569 0.766 0.241
H -0.144 -1.458 1.645 0.311 0.254 -0.092 0.196
H -1.374 -0.683 2.530 0.090 0.542 -0.435 0.234
H -1.859 1.036 -2.236 0.058 -0.006 0.458 0.243
H -0.305 1.700 -1.632 0.257 1.868 -0.087 0.247
H -0.302 0.375 -2.556 1.732 -1.765 -2.965 0.219
H -1.553 1.137 1.106 1.320 -0.473 -0.800 0.229
H 0.177 1.297 0.986 1.159 1.110 -0.588 0.243
H -1.387 -1.636 -1.740 0.779 1.101 1.648 0.445
H -1.708 -1.615 -0.105 2.027 -0.799 -0.610 0.466
H 0.013 -1.909 -0.908 -0.169 -0.140 1.293 0.461

---

Copy entry 6 word for word.
21
Properties=species:S:1:pos:R:3:forces:R:3:nbo_charge:R:1 method="wB97M-V/def2-TZVPD" e_homo_ev="-12.31 / -12.03" e_tot_ev=-10978.378 total_charge=+1
C 3.021 1.500 0.574 -2.784 -2.481 -0.991 0.039
C 2.391 0.523 0.102 2.538 2.122 0.967 -0.270
C 1.685 -0.525 -0.382 -2.487 1.030 -0.371 0.594
C -0.447 -0.454 1.976 -1.055 -1.378 -1.102 -0.632
C -0.852 0.833 -1.852 -1.352 0.573 2.898 -0.675
C -0.573 0.586 0.812 -4.310 -0.925 1.700 -0.489
C -0.680 0.038 -0.591 2.290 0.108 -0.177 0.211
N -0.920 -1.389 -0.792 -3.343 -0.190 -1.193 -0.776
O 1.571 -1.654 -0.691 1.336 -1.268 -0.242 -0.484
H 2.995 2.465 1.040 0.638 0.148 -0.076 0.260
H 0.249 -0.168 2.711 0.966 0.569 0.766 0.241
H -0.144 -1.458 1.645 0.311 0.254 -0.092 0.196
H -1.374 -0.683 2.530 0.090 0.542 -0.435 0.234
H -1.859 1.036 -2.236 0.058 -0.006 0.458 0.243
H -0.305 1.700 -1.632 0.257 1.868 -0.087 0.247
H -0.302 0.375 -2.556 1.732 -1.765 -2.965 0.219
H -1.553 1.137 1.106 1.320 -0.473 -0.800 0.229
H 0.177 1.297 0.986 1.159 1.110 -0.588 0.243
H -1.387 -1.636 -1.740 0.779 1.101 1.648 0.445
H -1.708 -1.615 -0.105 2.027 -0.799 -0.610 0.466
H 0.013 -1.909 -0.908 -0.169 -0.140 1.293 0.461